The following is a DFT calculation (ωB97M-V/def2-TZVPD) of C4H9NO in the gas phase.

The geometry in XYZ format:
```
15
C4H9NO ωB97M-V/def2-TZVPD
C -1.6934 -0.5648 1.4117
C -0.4407 -0.3071 1.7516
O 0.5890 -0.6323 0.8770
N 0.1985 -0.0237 -0.3783
C 0.7704 1.3031 -0.3892
C 0.5640 -0.7974 -1.5413
H -1.8548 -1.1465 0.5111
H -2.5464 -0.1304 1.9110
H -0.1411 0.2652 2.6313
H 0.2447 1.8900 -1.1484
H 1.8514 1.3111 -0.5998
H 0.5864 1.7632 0.5851
H 1.6450 -0.8472 -1.7526
H 0.1458 -1.8052 -1.4888
H 0.0813 -0.2780 -2.3804
```

Values from the calculation:
- total charge = 0
- F_max (hartree/bohr) = 0.009
- total energy (a.u.) = -287.6882
- SMILES string = C=CON(C)C
- ΔE to the lowest compared entry with this formula, charge and spin (kcal per mole) = 90.5
- M (Da) = 87.12

Now the natural (NBO) charges, all in e: atom 1 (C): -0.44, atom 2 (C): 0.11, atom 3 (O): -0.42, atom 4 (N): -0.17, atom 5 (C): -0.43, atom 6 (C): -0.42, atom 7 (H): 0.21, atom 8 (H): 0.21, atom 9 (H): 0.18, atom 10 (H): 0.20, atom 11 (H): 0.17, atom 12 (H): 0.21, atom 13 (H): 0.17, atom 14 (H): 0.21, atom 15 (H): 0.21

=====

The following is a DFT calculation (ωB97M-V/def2-TZVPD) of a molecular structure, C33H28CoN4O5.

The geometry in XYZ format:
```
71
C33H28CoN4O5 ωB97M-V/def2-TZVPD
Co -0.5014 -0.0297 -0.8960
O 4.1370 2.5611 -2.3421
C 4.5547 1.5977 -1.5105
C 5.9313 1.5013 -1.2916
C 6.4407 0.5338 -0.4556
C 5.5963 -0.3707 0.1933
C 4.2401 -0.2796 -0.0096
C 3.6912 0.6967 -0.8561
C 2.2358 0.7326 -1.0169
O 1.5055 -0.0659 -0.3291
N 1.7280 1.6067 -1.8993
N 0.3815 1.5249 -1.8990
C -0.3659 2.3516 -2.5148
C -1.8148 2.1636 -2.3374
C -2.7400 3.0126 -2.9226
C -4.0887 2.8121 -2.6742
C -4.4755 1.7698 -1.8487
C -3.4925 0.9598 -1.3056
N -2.1950 1.1444 -1.5379
H 3.1611 2.4912 -2.4256
H 6.5748 2.2064 -1.7999
H 7.5107 0.4761 -0.3028
H 6.0041 -1.1292 0.8465
H 3.5605 -0.9613 0.4833
H 0.0281 3.1759 -3.1018
H -2.3999 3.8183 -3.5588
H -4.8275 3.4650 -3.1192
H -5.5149 1.5825 -1.6222
H -3.7514 0.1340 -0.6561
O -0.3533 0.8635 1.1784
C -0.9482 0.4926 2.3662
C -2.2622 -1.6942 1.3455
O -2.7703 -2.1743 2.2632
O -1.9028 -1.4346 0.2494
C -0.0438 -0.1192 3.3544
C 0.7373 -1.2236 3.0005
C 1.6530 -1.7534 3.8930
C 1.8054 -1.1824 5.1496
C 1.0427 -0.0798 5.5071
C 0.1231 0.4516 4.6171
C -2.1764 1.1692 2.6724
C -2.9326 0.8036 3.8025
C -4.1236 1.4428 4.0823
C -4.5970 2.4489 3.2457
C -3.8643 2.8145 2.1223
C -2.6687 2.1850 1.8309
H 0.6008 0.6480 1.1861
H 0.6334 -1.6701 2.0165
H 2.2454 -2.6136 3.6110
H 2.5210 -1.5951 5.8479
H 1.1693 0.3740 6.4808
H -0.4644 1.3176 4.8934
H -2.5816 0.0078 4.4457
H -4.6918 1.1543 4.9566
H -5.5294 2.9482 3.4723
H -4.2228 3.6070 1.4780
H -2.0904 2.4894 0.9695
C 0.8437 -5.2096 -4.3171
C 0.4671 -3.9439 -3.6115
C 1.3264 -2.8526 -3.5535
C 0.9368 -1.7049 -2.8947
N -0.2539 -1.5779 -2.2931
C -1.0942 -2.6223 -2.3622
C -0.7773 -3.8004 -3.0004
H 1.9124 -5.2529 -4.5154
H 0.3191 -5.2728 -5.2723
H 0.5586 -6.0819 -3.7298
H 2.3034 -2.8917 -4.0160
H 1.5932 -0.8461 -2.8550
H -2.0583 -2.4959 -1.8884
H -1.4989 -4.6064 -3.0186
```

Values from the calculation:
- total charge = +1
- F_max (hartree/bohr) = 0.025
- multiplicity = 5
- total energy (a.u.) = -3252.1882
- M (Da) = 619.54
- ⟨S²⟩ = 6.04

Now the natural (NBO) charges, all in e: atom 1 (Co): 1.53, atom 2 (O): -0.67, atom 3 (C): 0.37, atom 4 (C): -0.28, atom 5 (C): -0.14, atom 6 (C): -0.26, atom 7 (C): -0.15, atom 8 (C): -0.22, atom 9 (C): 0.62, atom 10 (O): -0.83, atom 11 (N): -0.50, atom 12 (N): -0.31, atom 13 (C): 0.05, atom 14 (C): 0.15, atom 15 (C): -0.22, atom 16 (C): -0.13, atom 17 (C): -0.25, atom 18 (C): 0.09, atom 19 (N): -0.56, atom 20 (H): 0.51, atom 21 (H): 0.23, atom 22 (H): 0.22, atom 23 (H): 0.22, atom 24 (H): 0.22, atom 25 (H): 0.21, atom 26 (H): 0.24, atom 27 (H): 0.24, atom 28 (H): 0.24, atom 29 (H): 0.21, atom 30 (O): -0.76, atom 31 (C): 0.31, atom 32 (C): 1.07, atom 33 (O): -0.44, atom 34 (O): -0.63, atom 35 (C): -0.16, atom 36 (C): -0.21, atom 37 (C): -0.19, atom 38 (C): -0.19, atom 39 (C): -0.21, atom 40 (C): -0.13, atom 41 (C): -0.17, atom 42 (C): -0.13, atom 43 (C): -0.22, atom 44 (C): -0.20, atom 45 (C): -0.21, atom 46 (C): -0.20, atom 47 (H): 0.54, atom 48 (H): 0.21, atom 49 (H): 0.22, atom 50 (H): 0.23, atom 51 (H): 0.23, atom 52 (H): 0.22, atom 53 (H): 0.22, atom 54 (H): 0.23, atom 55 (H): 0.22, atom 56 (H): 0.22, atom 57 (H): 0.22, atom 58 (C): -0.65, atom 59 (C): 0.07, atom 60 (C): -0.24, atom 61 (C): 0.08, atom 62 (N): -0.59, atom 63 (C): 0.04, atom 64 (C): -0.20, atom 65 (H): 0.23, atom 66 (H): 0.24, atom 67 (H): 0.24, atom 68 (H): 0.24, atom 69 (H): 0.22, atom 70 (H): 0.21, atom 71 (H): 0.23